Entry P
C4H3N3 | the ωB97M-V functional and the def2-TZVPD basis

SMILES string	C#Cc1cnn[nH]1
frontier orbital gap	10.07	eV
spin multiplicity	1
charge	0

Last column: Mulliken charge in e.
Element x y z (Å)
H (3.263, 0.185, -0.771)  0.39
C (2.404, -0.004, -0.175)  -0.22
H (-0.387, 2.071, -0.171)  0.43
C (-0.093, -0.038, 0.362)  0.38
N (-1.021, -1.021, 0.327)  0.22
C (1.317, -0.172, 0.312)  -0.30
C (-0.788, 1.078, -0.034)  -0.35
N (-2.065, 0.721, -0.300)  -0.26
H (-0.915, -2.002, 0.542)  0.24
N (-2.203, -0.550, -0.078)  -0.52

=====

Entry Q
C4H3N3 | the ωB97M-V functional and the def2-TZVPD basis

SMILES string	[H]/N=C(\C#N)N=C=C
frontier orbital gap	9.12	eV
spin multiplicity	1
charge	0

Last column: Mulliken charge in e.
Element x y z (Å)
N (0.015, -0.495, 0.246)  -0.30
C (2.422, -0.446, -0.001)  0.15
H (-2.932, 0.610, 0.006)  0.24
N (1.044, 1.513, -0.082)  -0.57
C (1.142, 0.247, -0.005)  0.50
N (3.478, -0.919, 0.013)  -0.34
H (1.945, 1.983, -0.124)  0.25
C (-1.185, -0.418, 0.051)  0.81
C (-2.488, -0.377, -0.054)  -1.00
H (-3.111, -1.258, -0.182)  0.27

=====

Quick look at relative energies in hartree: entry P 0.0154; entry Q 0.0000.

=====

Entry P
C4H3N3 | the ωB97M-V functional and the def2-TZVPD basis

SMILES string	N#CC=C=N.C#N
frontier orbital gap	9.79	eV
spin multiplicity	1
charge	0

Last column: Mulliken charge in e.
Element x y z (Å)
N (0.019, 2.175, -0.385)  -0.36
C (-0.757, 0.120, 0.666)  -0.63
C (-1.847, -0.522, -0.065)  0.27
C (2.292, -1.675, -0.404)  -0.02
N (-2.818, -1.095, -0.327)  -0.41
H (-0.597, -0.088, 1.663)  0.36
H (-0.350, 3.050, -0.659)  0.28
H (2.831, -2.284, -1.025)  0.31
N (1.676, -0.980, 0.276)  -0.31
C (-0.449, 1.300, 0.260)  0.51

=====

Entry Q
C4H3N3 | the ωB97M-V functional and the def2-TZVPD basis

SMILES string	C#C[C@H]1C=NN=N1
frontier orbital gap	10.22	eV
spin multiplicity	1
charge	0

Last column: Mulliken charge in e.
Element x y z (Å)
N (-1.036, -1.324, -0.036)  -0.11
N (-2.173, 0.596, -0.264)  -0.29
C (-0.975, 0.962, -0.043)  -0.16
H (-0.677, 2.004, -0.105)  0.41
C (2.473, -0.276, -0.345)  0.43
H (3.521, -0.324, -0.566)  0.40
C (1.291, -0.262, -0.112)  -0.76
N (-2.169, -0.856, -0.221)  -0.23
C (-0.113, -0.214, 0.295)  0.07
H (-0.142, -0.306, 1.398)  0.24

=====

Entry R
C4H3N3 | the ωB97M-V functional and the def2-TZVPD basis

frontier orbital gap	11.30	eV
spin multiplicity	1
charge	0

Last column: Mulliken charge in e.
Element x y z (Å)
N (-0.344, -0.696, -0.736)  -0.02
H (-1.352, 0.378, 2.332)  0.38
N (1.591, 0.818, -1.263)  -0.40
C (0.712, 0.103, -1.022)  0.40
C (-0.442, 0.834, 2.008)  -0.44
H (-0.322, -1.151, 0.171)  0.30
C (-1.111, -2.051, -2.715)  -0.24
H (1.459, 1.870, 1.313)  0.42
C (0.570, 1.383, 1.655)  -0.35
N (-0.762, -1.487, -1.742)  -0.06

=====

Entry S
C4H3N3 | the ωB97M-V functional and the def2-TZVPD basis

frontier orbital gap	8.71	eV
spin multiplicity	1
charge	0

Last column: Mulliken charge in e.
Element x y z (Å)
H (0.711, 1.796, -0.228)  0.26
H (-1.554, 1.408, -0.122)  0.33
C (-1.369, -0.696, 0.080)  -0.44
N (-0.336, -1.618, 0.125)  -0.13
N (2.838, 0.258, 0.226)  -0.52
C (1.681, 0.102, 0.070)  0.36
C (0.841, -1.582, -0.011)  -0.04
H (-2.392, -1.033, 0.161)  0.40
C (-0.889, 0.547, -0.081)  -0.02
N (0.470, 0.819, -0.220)  -0.20

=====

Quick look at relative energies in hartree: entry P 0.0000; entry Q 0.0378; entry R 0.0897; entry S 0.0354.

=====

Entry P
C4H7N2S2 | the ωB97M-V functional and the def2-TZVPD basis

frontier orbital gap (alpha / beta)	8.17 / 8.17	eV
spin multiplicity	1
charge	+1

Last column: Mulliken charge in e.
Element x y z (Å)
C (0.222, 0.395, 2.470)  0.36
H (0.226, 2.547, 0.410)  0.40
N (-0.675, 1.502, -1.198)  -0.47
H (1.737, 0.514, 0.531)  0.48
C (-0.675, 0.114, -1.546)  -0.36
H (-1.682, -0.337, -1.352)  0.30
H (0.024, -1.401, -0.352)  0.33
H (-1.278, -1.328, 3.600)  0.22
H (-0.445, 0.096, -2.597)  0.35
C (0.718, 0.488, 0.346)  -0.80
S (0.962, 1.184, 3.570)  -0.07
S (-0.929, -0.864, 2.299)  -0.19
H (1.168, -0.770, -1.354)  0.43
C (-0.003, 1.650, -0.140)  0.14
N (0.361, -0.520, -0.617)  -0.13

=====

Entry Q
C4H7N2S2 | the ωB97M-V functional and the def2-TZVPD basis

SMILES string	S=C(S)[C@@H]1C=NC[NH2+]1
frontier orbital gap	8.17	eV
spin multiplicity	1
charge	+1

Last column: Mulliken charge in e.
Element x y z (Å)
S (-1.877, -1.577, -0.476)  -0.21
S (-3.437, 0.826, 0.040)  -0.08
H (-0.690, 1.914, -1.826)  0.38
C (1.502, -0.211, -0.444)  -0.38
C (-0.100, 1.186, -1.135)  -0.06
N (0.409, -0.111, 0.765)  -0.27
H (-0.653, 1.724, 0.955)  0.38
H (2.367, 0.186, 0.016)  0.38
N (0.974, 0.620, -1.408)  -0.35
C (-0.701, 0.794, 0.241)  0.08
H (0.141, -1.024, 0.838)  0.23
H (0.927, 0.271, 1.535)  0.36
C (-1.990, 0.096, 0.025)  -0.06
H (1.374, -1.303, -0.562)  0.36
H (-3.032, -1.644, -1.164)  0.23

=====

Quick look at relative energies in hartree: entry P 0.0557; entry Q 0.0000.

=====

Entry P
C9H10N3 | the ωB97M-V functional and the def2-TZVPD basis

frontier orbital gap	7.45	eV
spin multiplicity	1
charge	+1

Last column: Mulliken charge in e.
Element x y z (Å)
C (-0.547, -0.712, -0.710)  -0.48
H (-3.051, -1.704, 1.419)  0.38
H (2.797, 2.463, -0.705)  0.42
H (-1.084, -2.462, 0.419)  0.30
H (0.260, 1.193, -3.020)  0.25
C (-1.512, -1.593, -0.155)  -0.70
N (0.892, 1.453, -2.241)  -0.60
C (-0.601, 0.476, 1.217)  -0.14
C (-2.168, -1.110, 1.157)  -0.20
N (2.422, 1.549, 1.090)  -0.48
C (0.524, -0.024, -0.117)  1.10
C (0.828, -0.202, 1.214)  0.11
H (2.214, 0.656, 2.861)  0.41
C (2.088, 1.747, -0.246)  -0.50
H (-0.639, -0.555, -1.786)  0.25
H (0.855, 2.472, -2.134)  0.22
C (1.914, 0.647, 1.816)  -0.52
H (-0.640, 1.601, 1.318)  0.44
N (-1.688, 0.000, 1.694)  -0.35
C (1.269, 1.014, -0.961)  0.24
H (0.900, -1.233, 1.546)  0.39
H (-2.365, -2.000, -0.747)  0.44

=====

Entry Q
C9H10N3 | the ωB97M-V functional and the def2-TZVPD basis

frontier orbital gap	7.23	eV
spin multiplicity	1
charge	+1

Last column: Mulliken charge in e.
Element x y z (Å)
H (-0.350, -1.009, -3.540)  0.28
H (-3.960, -0.462, -2.562)  0.28
H (-2.651, -0.914, -3.726)  0.24
H (-3.181, 0.076, -0.369)  0.27
C (1.189, 0.111, 0.673)  0.84
N (-2.993, -0.909, -2.795)  -0.52
C (-2.168, -0.117, -0.712)  -0.68
C (-0.626, -0.647, -2.527)  -0.52
H (3.219, 0.409, 3.829)  0.29
C (-1.171, 0.031, 0.166)  -0.73
C (0.197, -0.067, -0.315)  0.34
H (4.492, 0.862, 2.417)  0.28
H (-1.461, 0.326, 1.172)  0.25
N (2.605, 0.380, 2.015)  0.67
C (-1.902, -0.608, -2.008)  1.02
C (0.470, -0.362, -1.683)  -0.68
H (0.483, 1.003, 2.518)  0.32
H (0.837, -0.496, 2.929)  0.30
C (1.157, 0.222, 2.160)  -0.55
C (3.503, 0.554, 2.856)  -0.10
N (2.547, 0.291, 0.700)  -1.01
H (1.423, -0.449, -2.200)  0.41

=====

Entry R
C9H10N3 | the ωB97M-V functional and the def2-TZVPD basis

SMILES string	C1=[NH+]c2ccccc2NN2C[C@@H]12
frontier orbital gap (alpha / beta)	7.01 / 7.01	eV
spin multiplicity	1
charge	+1

Last column: Mulliken charge in e.
Element x y z (Å)
H (-0.041, 2.478, 2.248)  0.35
H (0.418, -0.656, 2.338)  0.36
C (0.246, -0.457, -0.712)  0.85
N (1.497, -0.525, -0.230)  -0.14
C (-2.026, -0.266, -2.350)  -0.88
H (2.725, -0.508, 2.517)  0.32
H (2.289, -1.064, -0.488)  0.18
H (-2.771, 1.212, -1.069)  0.30
C (-1.121, -1.293, -2.552)  -0.35
N (-0.704, 1.481, 0.522)  0.06
H (0.647, -2.154, -1.984)  0.48
C (2.292, 0.458, 2.113)  -0.36
C (0.754, 0.316, 2.033)  -0.23
C (-0.073, 1.448, 1.656)  -0.17
H (-1.442, -1.991, -3.332)  0.35
H (-1.173, 2.321, 0.169)  0.36
H (2.686, 1.436, 2.443)  0.27
H (-2.793, -0.217, -3.007)  0.49
C (-0.789, 0.469, -0.436)  0.66
N (1.553, 0.360, 0.859)  -0.25
C (-0.009, -1.420, -1.747)  -1.16
C (-1.925, 0.455, -1.248)  -0.48

=====

Quick look at relative energies in hartree: entry P 0.0727; entry Q 0.0000; entry R 0.0563.

=====

Entry P
C3H4N2 | the ωB97M-V functional and the def2-TZVPD basis

SMILES string	[H]/N=C1/C=NC1
frontier orbital gap	10.50	eV
spin multiplicity	1
charge	0

Last column: Mulliken charge in e.
Element x y z (Å)
C (-0.410, 0.438, 0.304)  0.48
H (0.620, -0.302, -1.502)  0.24
N (1.342, -0.707, 0.627)  -0.41
C (0.782, 0.015, 1.523)  -0.07
C (0.371, -0.516, -0.437)  -0.39
H (1.225, 0.265, 2.565)  0.28
H (-0.108, -1.483, -0.783)  0.19
N (-1.389, 1.213, 0.265)  -0.58
H (-1.726, 1.524, -0.623)  0.25

=====

Entry Q
C3H4N2 | the ωB97M-V functional and the def2-TZVPD basis

SMILES string	[H]/N=C\CC#N
frontier orbital gap (alpha / beta)	9.61 / 9.61	eV
spin multiplicity	1
charge	0

Last column: Mulliken charge in e.
Element x y z (Å)
H (-0.701, 1.518, -0.099)  0.19
H (-0.069, 1.043, -1.901)  0.38
H (0.898, -0.550, 1.292)  0.30
C (-0.068, 0.822, -0.826)  -0.29
H (2.139, 0.844, -0.876)  0.33
N (-1.148, -1.303, -0.058)  -0.43
C (-1.039, -0.202, -0.476)  0.11
N (1.442, -0.579, 0.425)  -0.60
C (1.285, 0.464, -0.303)  0.01

=====

Entry R
C3H4N2 | the ωB97M-V functional and the def2-TZVPD basis

SMILES string	C#C/C=N/N
frontier orbital gap	9.11	eV
spin multiplicity	1
charge	0

Last column: Mulliken charge in e.
Element x y z (Å)
C (-0.218, -0.102, -0.019)  -0.22
C (0.449, -1.328, 0.320)  -0.40
H (-0.843, -0.235, -0.899)  0.22
C (0.810, -2.468, 0.615)  0.11
H (-1.048, 1.711, -1.115)  0.27
H (-0.238, 2.724, 0.161)  0.28
H (1.035, -3.447, 1.175)  0.32
N (-0.137, 2.033, -0.510)  -0.37
N (0.191, 1.112, 0.273)  -0.22

=====

Quick look at relative energies in hartree: entry P 0.0053; entry Q 0.0000; entry R 0.0478.

=====

Entry P
C3H4N2 | the ωB97M-V functional and the def2-TZVPD basis

SMILES string	c1cn[nH]c1
frontier orbital gap	10.30	eV
spin multiplicity	1
charge	0

Last column: Mulliken charge in e.
Element x y z (Å)
H (-0.337, -2.270, 0.034)  0.42
H (1.929, 1.090, -0.030)  0.24
H (-2.080, -0.168, -0.043)  0.35
N (1.135, -0.798, 0.090)  -0.68
C (-0.181, 0.962, 0.035)  -0.33
H (-0.426, 2.005, 0.097)  0.39
C (-0.119, -1.220, 0.000)  -0.28
N (1.087, 0.542, -0.123)  0.16
C (-1.008, -0.144, -0.060)  -0.28

=====

Entry Q
C3H4N2 | the ωB97M-V functional and the def2-TZVPD basis

SMILES string	N=C=C1CN1
frontier orbital gap	9.52	eV
spin multiplicity	1
charge	0

Last column: Mulliken charge in e.
Element x y z (Å)
H (-1.619, 0.212, -0.800)  0.21
N (2.183, 1.026, -0.698)  -0.60
C (1.442, 0.121, -0.280)  0.52
C (0.299, -0.314, 0.101)  -0.19
H (-0.617, -0.693, 1.864)  0.24
C (-1.088, -0.533, -0.205)  -0.24
H (-1.415, -1.557, -0.319)  0.24
H (1.445, 1.745, -0.780)  0.27
N (-0.631, -0.008, 1.117)  -0.45

=====

Entry R
C3H4N2 | the ωB97M-V functional and the def2-TZVPD basis

SMILES string	[H]/N=C1/C=NC1
frontier orbital gap	10.04	eV
spin multiplicity	1
charge	0

Last column: Mulliken charge in e.
Element x y z (Å)
H (1.441, -0.997, 0.358)  0.22
H (-0.645, 2.355, 0.952)  0.30
H (1.061, -0.532, -1.466)  0.28
C (-0.068, 1.462, 0.620)  -0.04
C (0.867, -0.282, -0.362)  -0.24
N (1.062, 1.183, 0.055)  -0.46
N (-1.608, -0.981, -0.004)  -0.55
C (-0.641, -0.234, 0.065)  0.23
H (-1.469, -1.974, -0.219)  0.26

=====

Quick look at relative energies in hartree: entry P 0.0000; entry Q 0.1217; entry R 0.1038.